[1]
{
  "formula": "C4H6N2O",
  "method": "ωB97M-V with the def2-TZVPD basis set",
  "symbols": ["O", "N", "N", "C", "C", "C", "C", "H", "H", "H", "H", "H", "H"],
  "coordinates": [[1.595, 0.978, -0.056], [-1.171, -0.820, 0.842], [1.530, -1.200, -1.060], [1.044, -0.217, -0.457], [-1.589, -0.239, -0.429], [-0.277, 0.080, 0.173], [0.434, 1.278, 0.778], [2.516, -1.043, -1.274], [-0.857, -1.781, 0.739], [0.689, 1.097, 1.825], [0.055, 2.289, 0.624], [-2.429, 0.449, -0.390], [-1.541, -0.870, -1.316]],
  "forces_ev_per_a": [[0.1, -0.1, 0.0], [0.1, -0.3, 0.1], [0.1, 0.3, 0.1], [0.0, -0.3, -0.1], [-0.1, 0.1, -0.2], [0.1, 0.0, 0.0], [-0.2, 0.2, 0.2], [-0.1, -0.1, -0.1], [0.0, 0.0, -0.1], [-0.1, 0.2, -0.1], [0.0, -0.1, -0.1], [0.2, 0.0, 0.1], [0.0, 0.1, 0.1]],
  "spin_multiplicity": 1,
  "total_energy_ev": -9270.8486,
  "mol_weight_g_mol": 98.10,
  "de_lowest_ev": 2.653,
  "gap_ev": 11.0
}



[2]
{
  "formula": "C4H6N2O",
  "method": "ωB97M-V with the def2-TZVPD basis set",
  "symbols": ["O", "N", "N", "C", "C", "C", "C", "H", "H", "H", "H", "H", "H"],
  "coordinates": [[-0.271, -1.715, -0.465], [0.930, -0.774, -0.614], [2.519, 1.038, -0.056], [-1.702, 0.305, -0.098], [-2.069, 1.546, -0.165], [-1.200, -1.064, 0.325], [1.974, -0.191, 0.388], [-2.190, 2.801, 0.027], [0.621, 0.019, -1.477], [-2.216, -1.730, 0.447], [2.395, -0.949, 1.182], [-0.767, -0.924, 1.300], [1.974, 1.638, -0.793]],
  "forces_ev_per_a": [[2.6, 1.9, -0.2], [-0.4, 2.1, -2.0], [-2.5, -4.7, 2.2], [-1.3, 6.5, -0.1], [1.9, -2.8, 1.3], [-3.7, -0.1, 0.5], [-0.4, 3.7, -4.7], [0.3, -4.7, -1.0], [1.1, -2.9, 3.8], [2.7, 1.2, -0.4], [-0.8, 2.0, -1.7], [-0.1, 0.1, 0.7], [0.7, -2.2, 1.7]],
  "spin_multiplicity": 1,
  "total_energy_ev": -9264.3360,
  "smiles": "[H]/N=C\\NOCC#C",
  "mol_weight_g_mol": 98.11,
  "de_lowest_ev": 9.166,
  "gap_ev": 10.0
}



[3]
{
  "formula": "C4H6N2O",
  "method": "ωB97M-V with the def2-TZVPD basis set",
  "symbols": ["O", "N", "N", "C", "C", "C", "C", "H", "H", "H", "H", "H", "H"],
  "coordinates": [[-1.549, -0.313, -0.666], [1.483, 1.438, -0.442], [0.416, 0.893, -0.795], [-2.095, 0.552, 0.340], [2.322, -1.338, 0.327], [1.440, -2.143, 0.478], [-0.323, -0.049, -1.068], [0.672, -2.871, 0.616], [-2.162, 1.571, -0.055], [3.052, -0.575, 0.167], [1.595, 2.292, -1.000], [-1.465, 0.538, 1.234], [-3.090, 0.168, 0.567]],
  "forces_ev_per_a": [[0.1, -0.1, -0.1], [-0.3, 0.0, -0.2], [-0.1, -0.3, -0.1], [-0.1, 0.2, 0.2], [-0.4, -0.4, 0.1], [0.4, 0.3, 0.0], [0.2, 0.4, 0.1], [0.1, 0.1, 0.0], [0.0, -0.1, 0.1], [-0.1, -0.2, 0.1], [0.0, -0.1, 0.1], [-0.1, 0.0, -0.1], [0.2, 0.1, 0.0]],
  "spin_multiplicity": 1,
  "total_energy_ev": -9266.8255,
  "mol_weight_g_mol": 98.10,
  "de_lowest_ev": 6.676,
  "gap_ev": [9.3, 9.3]
}



[4]
{
  "formula": "C4H6N2O",
  "method": "ωB97M-V with the def2-TZVPD basis set",
  "symbols": ["O", "N", "N", "C", "C", "C", "C", "H", "H", "H", "H", "H", "H"],
  "coordinates": [[2.470, 2.959, -0.123], [-1.707, 0.747, 0.676], [1.424, 0.829, 0.069], [-1.460, 0.285, -0.493], [-2.865, 0.091, 0.212], [1.909, 1.926, -0.060], [1.558, -0.550, 0.212], [1.601, -0.790, 1.215], [-3.177, -0.852, 0.664], [-1.582, 1.364, 1.454], [-3.673, 0.678, -0.046], [0.744, -1.089, -0.260], [2.621, -0.992, -0.022]],
  "forces_ev_per_a": [[-0.8, 0.0, -0.2], [-0.7, 0.0, 0.5], [0.4, 3.5, -0.6], [-0.3, 0.0, 0.1], [0.8, -1.7, 0.3], [0.6, -2.5, 0.5], [2.5, -1.5, -1.2], [-0.7, -0.4, 2.5], [0.5, 0.0, -0.1], [1.0, 0.3, 0.0], [-1.5, 1.3, -0.9], [0.1, 0.0, -0.3], [-1.9, 1.0, -0.7]],
  "spin_multiplicity": 1,
  "total_energy_ev": -9268.5115,
  "mol_weight_g_mol": 98.10,
  "de_lowest_ev": 4.990,
  "gap_ev": 10.0
}



[5]
{
  "formula": "C4H6N2O",
  "method": "ωB97M-V with the def2-TZVPD basis set",
  "symbols": ["O", "N", "N", "C", "C", "C", "C", "H", "H", "H", "H", "H", "H"],
  "coordinates": [[-2.794, -0.242, -0.864], [-1.349, -0.898, 0.845], [-0.086, -0.718, 1.189], [-1.568, -0.263, -0.323], [1.904, 0.621, 0.357], [0.562, -0.010, 0.116], [-0.416, 0.291, -0.851], [-3.375, -0.715, -0.248], [-0.293, 0.835, -1.777], [2.432, 0.095, 1.158], [1.769, 1.662, 0.664], [2.518, 0.604, -0.548], [0.697, -1.260, 0.283]],
  "forces_ev_per_a": [[-0.1, -0.1, 0.1], [0.0, 0.1, -0.2], [0.0, 0.1, -0.1], [0.2, 0.0, 0.1], [0.0, 0.0, 0.0], [0.0, 0.3, 0.0], [0.0, -0.1, 0.1], [0.0, 0.1, -0.1], [0.0, -0.1, 0.2], [-0.1, 0.1, -0.1], [0.0, -0.1, 0.0], [-0.1, 0.0, 0.1], [0.0, -0.2, 0.0]],
  "spin_multiplicity": 1,
  "total_energy_ev": -9270.4576,
  "mol_weight_g_mol": 98.10,
  "de_lowest_ev": 3.044,
  "gap_ev": 10.3
}



[6]
{
  "formula": "C4H6N2O",
  "method": "ωB97M-V with the def2-TZVPD basis set",
  "symbols": ["O", "N", "N", "C", "C", "C", "C", "H", "H", "H", "H", "H", "H"],
  "coordinates": [[-2.436, 0.469, 0.974], [0.056, -0.599, -1.174], [-0.007, 0.534, 0.854], [2.173, -0.383, 0.173], [-1.299, 0.684, 0.198], [0.715, -0.114, 0.022], [-1.139, -0.166, -1.048], [-1.354, 1.733, -0.124], [2.694, -0.114, -0.751], [2.353, -1.450, 0.345], [-1.918, -0.352, -1.785], [2.576, 0.193, 1.007], [-2.412, -0.436, 1.310]],
  "forces_ev_per_a": [[0.0, -0.3, 0.1], [-0.4, 0.1, 0.1], [0.1, -0.1, -0.2], [0.0, 0.0, 0.0], [0.1, 0.1, -0.2], [0.1, 0.1, 0.2], [0.2, 0.0, -0.1], [0.0, -0.1, 0.0], [-0.1, 0.0, 0.1], [-0.1, 0.1, 0.0], [0.1, 0.0, 0.1], [-0.1, -0.1, -0.1], [0.0, 0.1, 0.0]],
  "spin_multiplicity": 1,
  "total_energy_ev": -9272.1675,
  "smiles": "CC1=N[C@H](O)C=N1",
  "mol_weight_g_mol": 98.10,
  "de_lowest_ev": 1.334,
  "gap_ev": 10.4
}